{"formula": "C4H13N2O", "method": "ωB97M-V with the def2-TZVPD basis set", "mol_weight_da": 105.2, "charge": 1, "lumo_energy_ha": -0.1201, "de_lowest_ev": 1.2251, "orbital_gap_ha": 0.393, "elements": ["C", "C", "N", "H", "H", "H", "H", "H", "H", "H", "H", "C", "C", "N", "O", "H", "H", "H", "H", "H"], "xyz": [[-1.32837, 3.47130, 0.91492], [-0.77934, 2.07773, 1.09996], [-0.84727, 1.28954, -0.18512], [-1.19516, 4.06560, 1.81757], [-0.74955, 4.01160, 0.16071], [-2.39067, 3.42565, 0.68078], [0.27164, 2.06271, 1.37877], [-1.38592, 1.53750, 1.82541], [-1.79398, 1.31122, -0.56707], [-0.55922, 0.25880, 0.01158], [-0.29573, 1.78086, -0.89278], [1.24399, -1.36085, -1.74899], [0.92236, -1.99177, -0.42256], [-0.09484, -1.31202, 0.40838], [1.41278, -2.99783, -0.01921], [0.69409, -0.43458, -1.83557], [1.01582, -2.05773, -2.55236], [2.30803, -1.15249, -1.84735], [-0.94105, -1.86274, 0.31170], [0.19409, -1.41925, 1.37176]]}